118
Properties=species:S:1:pos:R:3:forces:R:3 method="wB97M-V/def2-TZVPD" e_homo_ev=-8.56 multiplicity=1 homo_lumo_gap_ev=8.50 smiles=COC[C@H](C)N.COC[C@H](C)N.COC[C@H](C)N.COC[C@H](C)N.OCCO.OCCO.OCCO.OCCO.OCCO charge=0
C 3.2688 -3.3497 -1.1200 0.4 -0.1 0.3
O 4.6358 -3.8761 -1.0979 -1.7 0.7 -0.4
C 5.3512 -3.5969 0.1191 0.2 -1.0 -1.3
C 6.8826 -3.8368 -0.2884 -1.3 0.5 2.1
C 7.7258 -4.2740 0.9736 0.3 -0.3 -1.0
N 7.4464 -2.6168 -0.7880 0.7 0.5 -0.6
H 2.5303 -3.8640 -1.7350 0.8 -0.9 -0.3
H 3.2025 -2.3457 -1.5391 0.5 0.4 0.4
H 2.8091 -3.3850 -0.1323 0.2 0.3 0.3
H 5.1262 -2.5832 0.4508 0.4 0.2 0.1
H 4.9484 -4.2922 0.8555 0.3 -0.2 0.4
H 6.7928 -4.4931 -1.1541 0.4 -0.6 0.5
H 7.2130 -4.0379 1.9060 0.0 0.0 -0.1
H 8.7133 -3.8128 0.9601 -0.2 0.8 0.0
H 8.0903 -5.3003 1.0177 -0.9 -0.5 -0.2
H 7.6372 -1.9406 -0.0625 -0.1 0.0 0.1
H 6.8351 -2.2060 -1.4792 0.0 0.2 -0.1
C 0.1475 3.4763 3.7264 0.1 1.5 -0.2
O 0.8172 4.7416 3.8066 0.6 0.2 0.2
C 1.8383 4.8753 4.8102 -0.8 -2.5 0.2
C 2.5165 6.1812 4.8394 0.8 2.1 -1.0
C 3.2630 6.5777 3.5691 -0.8 -1.4 -1.3
N 3.5894 6.1653 5.8313 -1.0 -1.1 1.1
H 0.8206 2.6752 3.4208 0.0 -0.2 0.2
H -0.5897 3.6756 2.9486 0.0 -0.4 -0.2
H -0.4188 3.2542 4.6310 0.3 -0.2 0.3
H 1.4038 4.6132 5.7749 -0.3 0.5 0.4
H 2.5887 4.0886 4.7326 0.3 -0.3 -0.7
H 1.7280 6.9172 4.9960 0.2 0.4 0.5
H 2.5829 6.5465 2.7179 -0.1 1.3 -0.2
H 3.9187 5.7896 3.1987 0.4 -0.5 0.6
H 3.9340 7.4182 3.7468 -0.7 0.4 -0.4
H 4.0669 7.0515 5.9133 -0.1 0.0 -0.2
H 4.1860 5.4988 5.3624 1.0 0.1 0.7
C -0.1273 5.9171 0.5296 -1.7 -1.1 -1.0
O 0.5227 5.2354 -0.5402 0.5 -0.1 0.3
C 0.6146 3.8272 -0.5009 0.9 -0.1 2.2
C 1.7471 3.3752 0.5555 0.8 0.6 -1.7
C 2.9955 3.9598 -0.0357 2.0 0.5 -0.1
N 2.0092 1.9517 0.6581 -0.5 0.1 -0.1
H -0.2708 5.3927 1.4743 1.3 -0.1 0.3
H -1.1605 5.8538 0.1881 -0.6 1.1 0.1
H 0.2296 6.9438 0.6106 0.1 -0.3 0.1
H -0.2707 3.2674 -0.1992 -0.8 0.4 -0.2
H 0.8784 3.5682 -1.5263 0.3 -0.4 0.2
H 1.6616 3.6679 1.6020 -0.8 0.9 -0.3
H 3.8464 3.8841 0.6413 0.0 0.2 0.4
H 2.9732 4.9760 -0.4294 -0.4 0.1 0.4
H 3.3760 3.3715 -0.8706 -0.5 -0.4 -0.3
H 1.1664 1.5640 1.0575 0.0 -0.7 -0.2
H 2.0859 1.6380 -0.2989 0.1 -0.7 -0.2
C -4.7742 -3.5458 -1.8066 1.6 -0.3 1.5
O -5.1891 -4.8904 -2.0613 0.4 2.4 0.0
C -5.4267 -5.1304 -3.4279 -0.1 -3.1 0.7
C -6.9058 -5.3200 -3.5458 -0.6 1.5 -3.8
C -7.2298 -5.6368 -5.0730 0.0 -0.3 1.2
N -7.5712 -4.0647 -3.2384 -1.1 -0.4 0.7
H -5.1226 -2.6432 -2.3086 -0.8 -0.6 -0.9
H -3.6882 -3.5468 -1.9005 0.3 0.3 -0.3
H -4.9219 -3.2906 -0.7572 -0.3 -0.5 0.2
H -4.9434 -4.5440 -4.2094 -0.3 1.0 0.4
H -4.9826 -6.1069 -3.6210 0.2 -0.3 0.0
H -7.3719 -6.0539 -2.8883 0.7 -0.3 -0.1
H -6.6055 -6.4488 -5.4457 -0.2 -0.3 0.0
H -7.0612 -4.7942 -5.7436 0.1 0.3 0.4
H -8.2908 -5.8785 -5.1359 0.1 -0.2 -0.2
H -7.7963 -4.1567 -2.2582 0.0 1.0 0.1
H -7.0254 -3.2380 -3.4355 0.1 -0.1 0.2
O 0.1657 0.1696 -3.7648 -1.1 0.6 0.7
C 0.0173 0.1974 -5.1503 2.4 -0.9 -2.0
C 0.3797 -1.2234 -5.5922 -1.0 -0.2 0.4
O 1.4549 -1.7105 -4.8143 -0.1 0.0 -1.0
H -0.5563 0.6921 -3.4079 -0.3 0.1 0.6
H -0.9144 0.4673 -5.6474 -0.3 0.4 0.8
H 0.8355 0.8037 -5.5390 -0.2 0.6 -0.2
H 0.5066 -1.3455 -6.6679 0.6 0.2 0.1
H -0.5312 -1.7847 -5.3842 -0.2 -0.7 0.2
H 1.2857 -1.2827 -3.9716 0.3 -0.1 0.5
O -3.4409 -0.8148 3.2826 0.8 0.1 0.4
C -3.7085 0.1502 4.3095 -1.0 -0.1 -0.9
C -2.8139 1.3602 4.1490 1.0 -0.2 1.9
O -3.2437 2.2064 3.1607 -0.7 1.3 -2.1
H -4.0828 -1.5272 3.3295 -0.1 0.0 0.1
H -4.7272 0.4685 4.0883 -0.2 0.6 0.3
H -3.7608 -0.2588 5.3185 0.7 -0.2 0.1
H -1.7468 1.1822 4.0156 0.1 -1.0 -0.2
H -2.7899 2.0114 5.0227 -0.3 -0.8 1.0
H -3.2692 3.0721 3.5749 -0.2 0.1 -0.6
O -2.3722 1.1731 -2.8092 1.2 0.2 1.2
C -3.5393 0.4814 -3.1165 -0.9 0.9 -2.1
C -3.2483 -0.4279 -4.2910 -1.5 -2.7 0.9
O -3.6575 0.0018 -5.5386 0.2 2.0 -1.6
H -2.5573 1.8591 -2.1637 0.1 0.1 0.1
H -4.1273 -0.0238 -2.3502 0.9 -0.3 0.7
H -4.2383 1.2437 -3.4603 -0.4 -0.1 -0.4
H -3.9447 -1.2589 -4.1788 0.1 -0.7 1.0
H -2.2715 -0.9094 -4.3360 0.3 0.6 0.6
H -3.1789 -0.5027 -6.2005 -0.1 0.1 -0.1
O -0.5378 0.8308 1.3531 0.7 0.8 -0.7
C -1.3728 -0.1353 0.7746 -1.5 -2.6 -1.0
C -0.9301 -1.0318 -0.5051 -0.6 1.9 1.5
O 0.1684 -1.8312 -0.2255 0.5 0.1 -0.1
H -1.1796 1.4862 1.6361 0.2 0.4 0.3
H -1.6201 -0.7484 1.6411 -0.4 -0.7 -0.5
H -2.2893 0.3265 0.4074 -0.3 0.2 0.1
H -0.7923 -0.3286 -1.3265 0.5 0.1 -0.2
H -1.7386 -1.6688 -0.8637 -0.3 0.0 0.6
H 0.8051 -1.1745 0.0657 0.9 -0.4 0.2
O 2.1991 -3.6608 3.1010 1.4 -1.9 0.2
C 1.3362 -2.5934 3.0675 1.2 1.8 -1.1
C 2.1305 -1.2189 2.9424 0.2 0.4 1.9
O 2.9445 -0.9705 1.8178 -0.6 -1.3 -2.0
H 2.9059 -3.6267 2.4522 -0.1 0.3 -0.3
H 0.6629 -2.7079 2.2180 -0.4 0.3 0.0
H 0.8399 -2.7189 4.0299 -0.4 0.9 -0.1
H 2.9193 -1.1303 3.6895 -0.6 -0.7 1.3
H 1.4758 -0.3663 3.1227 -0.5 -0.1 -0.2
H 3.1758 -0.0404 1.7634 -0.3 0.3 0.0